Molecular formula: C32H41B2IN4O6
Method: DFT, ωB97M-V/def2-TZVPD

The spin multiplicity is 1. For the energy above the lowest of the compared OMol25 structures with the same formula, charge and spin, the calculation gives 409.5 kcal/mol. The net charge is +2. The calculation puts the total energy at -61515.97827 eV. As for the LUMO energy: -7.66 eV. The largest force on an atom comes out at 8.8 eV Å⁻¹.

Each line ends with the Mulliken charge.
Positions of all 86 atoms, in Å:
C: -1.351 -5.444 3.036  -0.8097
N: -1.261 -4.240 2.126  -0.1666
C: -1.078 -4.643 0.660  -0.3377
C: -0.019 -3.564 -0.053  0.5342
C: -0.094 -1.934 0.204  -0.3568
N: -1.154 -1.305 1.133  -0.4423
C: -2.322 -1.378 0.404  0.5700
C: -3.624 -2.176 1.026  -0.8774
C: -2.492 -0.653 -1.064  -0.6519
C: 0.967 -0.847 -0.495  0.1334
B: 0.758 0.762 -0.177  0.5553
C: 0.905 1.429 1.322  -0.7249
O: 0.371 1.609 -1.359  -0.6176
C: 2.176 -1.383 -1.466  0.0945
C: 2.251 -3.035 -1.712  0.3126
C: 1.194 -4.115 -1.065  -0.3642
O: 1.365 -5.534 -1.411  -0.3907
C: 1.967 -6.311 -0.316  -0.3547
C: 1.614 -7.913 -0.638  0.2309
C: 2.232 -8.343 -2.132  -0.8477
O: 2.099 -8.793 0.451  -0.5265
C: 3.511 -3.536 -2.691  0.0087
O: 3.413 -4.562 -3.558  -0.5387
C: 4.899 -2.616 -2.533  0.3868
B: 6.389 -3.309 -2.591  0.4599
C: 7.323 -3.526 -3.927  -0.7475
O: 6.944 -3.786 -1.276  -0.5840
C: 4.842 -1.118 -2.295  -0.6449
I: 6.637 0.143 -2.093  0.0573
C: 3.324 -0.424 -2.185  0.5267
O: 3.105 0.792 -2.692  -0.5582
H: -2.071 -5.151 3.942  0.3016
H: -1.829 -6.397 2.525  0.3093
H: -0.304 -5.694 3.539  0.2487
H: -0.422 -3.679 2.461  0.2075
H: -0.623 -5.746 0.694  0.2945
H: -2.082 -4.722 0.063  0.1800
H: -3.538 -3.350 0.967  0.1553
H: -3.776 -1.922 2.181  0.2703
H: -4.569 -1.857 0.373  0.3440
H: -2.330 0.511 -0.885  -0.0942
H: -3.564 -0.894 -1.522  0.4042
H: -1.715 -1.005 -1.873  0.2513
H: 1.421 2.477 1.249  0.2873
H: 1.538 0.653 1.968  0.2058
H: -0.174 1.548 1.818  0.1931
H: 0.942 2.433 -1.397  0.2421
H: 1.573 -5.966 0.731  0.3736
H: 3.137 -6.207 -0.393  0.1928
H: 0.436 -8.068 -0.742  0.1556
H: 1.376 -8.772 -2.843  0.2152
H: 3.033 -9.211 -2.051  0.3556
H: 2.775 -7.444 -2.656  0.1418
H: 2.848 -9.393 0.114  0.3225
H: 7.874 -4.572 -3.945  0.2455
H: 8.131 -2.654 -3.918  0.2495
H: 6.608 -3.370 -4.866  0.2384
H: 6.825 -3.076 -0.574  0.3160
C: -3.164 10.355 4.682  -0.8615
N: -3.022 9.279 3.680  -0.0050
C: -3.998 8.351 3.566  -0.3534
C: -3.914 7.345 2.600  -0.5649
C: -2.819 7.290 1.732  0.6178
C: -1.818 8.255 1.899  -0.6926
C: -1.937 9.240 2.879  -0.1041
C: -2.717 6.280 0.663  0.7670
C: -2.597 6.670 -0.677  -0.6545
C: -2.451 5.717 -1.683  -0.2005
N: -2.419 4.402 -1.382  0.0574
C: -2.557 3.985 -0.102  -0.2956
C: -2.711 4.908 0.934  -0.6980
C: -2.214 3.402 -2.448  -0.6920
H: -3.287 9.889 5.663  0.3731
H: -4.044 10.944 4.410  0.3769
H: -2.274 10.989 4.677  0.2788
H: -4.846 8.430 4.242  0.4805
H: -4.727 6.624 2.523  0.4987
H: -0.930 8.252 1.268  0.5002
H: -1.173 10.000 3.018  0.3945
H: -2.618 7.723 -0.954  0.5188
H: -2.351 6.003 -2.728  0.4053
H: -2.530 2.913 0.080  0.4523
H: -2.799 4.539 1.955  0.5161
H: -3.056 2.705 -2.425  0.3680
H: -1.270 2.889 -2.241  0.2897
H: -2.165 3.897 -3.421  0.2915

=====

Molecular formula: C32H41B2N4O11
Method: DFT, ωB97M-V/def2-TZVPD

The spin multiplicity is 1. The net charge is -1. The calculation puts the total energy at -63677.80863 eV. As for the LUMO energy: 0.96 eV. The largest force on an atom comes out at 0.7 eV Å⁻¹.

Each line ends with the Mulliken charge.
Positions of all 90 atoms, in Å:
C: -5.229 -1.946 -5.744  -0.7218
O: -4.528 -1.193 -4.781  -0.4572
B: -3.381 -0.490 -5.154  0.1745
O: -2.747 -1.045 -6.279  -0.7024
B: -2.791 0.930 -4.364  0.7869
O: -2.615 0.736 -2.863  -0.2639
C: -1.390 0.258 -2.448  -1.3418
C: -0.574 1.262 -1.606  2.2704
C: 0.811 0.631 -1.407  -1.3520
C: -0.531 2.651 -2.243  -1.5093
C: -0.286 3.813 -1.268  0.8484
C: -1.279 3.793 -0.097  -1.5370
C: 1.169 3.907 -0.772  -1.1321
H: -6.210 -2.187 -5.327  0.2362
H: -4.715 -2.878 -6.001  0.2429
H: -5.373 -1.381 -6.670  0.2565
H: -2.166 -0.354 -6.626  0.2762
H: -1.710 1.273 -4.883  -0.4124
H: -3.595 1.857 -4.543  -0.4412
H: -0.760 -0.105 -3.277  0.3629
H: -1.545 -0.615 -1.780  0.2791
H: -1.044 1.304 -0.616  -0.2007
H: 1.495 1.229 -0.804  -0.1902
H: 1.239 0.425 -2.390  0.2041
H: 0.679 -0.332 -0.896  0.5594
H: 0.245 2.661 -3.019  0.2427
H: -1.479 2.821 -2.759  0.4334
H: -0.498 4.733 -1.823  0.4341
H: -2.268 3.479 -0.441  0.3017
H: -1.380 4.794 0.333  0.4788
H: -0.943 3.133 0.706  0.2498
H: 1.847 3.321 -1.393  0.3436
H: 1.524 4.941 -0.797  0.3917
H: 1.241 3.586 0.268  -0.0566
C: 0.138 -5.622 -3.143  -0.4671
C: -0.386 -4.435 -3.635  -0.5964
C: 0.406 -3.299 -3.702  -0.2815
C: 1.717 -3.389 -3.269  0.2027
C: 2.262 -4.557 -2.770  -0.5155
C: 1.457 -5.684 -2.709  -0.3637
N: 2.561 -2.177 -3.343  1.1264
O: 2.027 -1.182 -3.773  -0.6166
O: 3.714 -2.253 -2.961  -0.6595
H: -0.485 -6.506 -3.094  0.3856
H: -1.413 -4.383 -3.969  0.4623
H: 0.015 -2.363 -4.075  0.4854
H: 3.289 -4.577 -2.439  0.4565
H: 1.860 -6.610 -2.322  0.3652
C: 5.597 0.220 0.738  -0.5425
C: 5.809 1.516 1.190  -0.4997
C: 4.748 2.270 1.662  -0.5013
C: 3.490 1.699 1.677  -0.1644
C: 3.252 0.416 1.224  0.3265
C: 4.321 -0.326 0.751  -0.8922
N: 2.363 2.480 2.209  1.1850
O: 2.569 3.632 2.539  -0.6476
O: 1.278 1.935 2.268  -0.5924
H: 6.429 -0.365 0.369  0.4082
H: 6.803 1.942 1.175  0.3993
H: 4.887 3.280 2.017  0.4940
H: 2.252 0.011 1.239  0.5213
H: 4.154 -1.332 0.390  0.4922
C: -3.962 0.179 0.153  -0.4363
C: -4.026 0.696 1.441  -0.4301
C: -4.150 -0.153 2.529  -0.3722
C: -4.204 -1.516 2.297  0.0995
C: -4.144 -2.055 1.022  -0.4291
C: -4.022 -1.193 -0.055  -0.5670
N: -4.319 -2.424 3.448  1.0190
O: -4.388 -1.932 4.560  -0.6322
O: -4.339 -3.621 3.233  -0.6227
H: -3.849 0.833 -0.706  0.4558
H: -3.972 1.766 1.598  0.4152
H: -4.200 0.227 3.539  0.4654
H: -4.189 -3.125 0.885  0.4500
H: -3.968 -1.576 -1.066  0.5661
C: 0.698 0.771 7.846  -0.4684
C: 1.957 0.936 8.409  -0.3560
C: 3.093 0.816 7.624  -0.5331
C: 2.934 0.530 6.282  0.2069
C: 1.693 0.360 5.696  -0.2329
C: 0.566 0.483 6.494  -0.5840
N: 4.135 0.417 5.431  1.0208
O: 5.221 0.580 5.950  -0.6368
O: 3.955 0.174 4.256  -0.5604
H: -0.185 0.871 8.462  0.3803
H: 2.056 1.162 9.462  0.3621
H: 4.082 0.942 8.038  0.4509
H: 1.612 0.146 4.640  0.4762
H: -0.414 0.358 6.055  0.4681

=====

> Look up the LUMO energy of the first one.

-7.66 eV